Computed, not measured: a molecular structure, C34H79N3O8Zr in a non-equilibrium geometry, with ωB97M-V with the def2-TZVPD basis set.

E   -2154.985913 hartree
Total charge   +2
Orbital gap   0.05743 Eh

Structure (XYZ):
```
125
Properties=species:S:1:pos:R:3:forces:R:3
Zr 10.70654 12.66712 6.74130 1.90 7.49 5.38
C 12.23486 14.22624 10.71040 -1.17 1.24 -0.15
C 12.68448 13.26368 9.66659 0.89 -0.69 1.07
O 11.79044 12.97199 8.65771 -3.51 -1.29 -5.81
H 12.93638 14.22367 11.54464 -0.07 0.04 -0.05
H 11.20978 14.08935 11.05474 0.03 -0.66 0.27
H 12.16768 15.21785 10.26286 0.45 0.30 0.05
H 12.85520 12.32480 10.19332 0.48 -0.30 -0.13
H 13.61744 13.66015 9.26599 0.16 -0.32 -0.30
C 11.06324 16.91468 7.76790 -0.10 -0.84 0.87
C 10.60572 16.14622 6.56492 -0.33 1.88 -1.16
O 10.19826 14.82621 6.65399 1.15 -6.66 0.10
H 11.99132 16.51086 8.17251 0.23 0.21 -0.05
H 10.31674 16.86651 8.56068 -0.09 0.11 0.05
H 11.17268 17.95122 7.44898 0.19 -0.05 0.14
H 11.34312 16.31322 5.77977 0.20 -0.55 -0.21
H 9.72887 16.68539 6.20644 -0.29 -0.03 -0.19
C 7.74342 14.13716 12.09495 0.46 -1.79 -1.38
O 6.97930 13.22820 11.21247 -0.62 1.79 0.99
H 7.50942 15.19569 11.98158 -0.36 -0.31 -0.51
H 7.71404 13.90777 13.16013 -0.36 -0.36 -0.03
H 8.74160 13.91896 11.71527 0.64 0.79 0.55
H 7.43486 12.38707 11.13146 0.31 -0.14 0.36
C 15.28262 12.36548 7.11400 -0.54 -0.87 -0.92
O 15.13360 12.63513 5.71766 -0.05 0.37 0.40
H 14.37876 11.82209 7.38949 -0.19 0.17 0.30
H 16.07446 11.62359 7.21728 0.37 0.40 0.57
H 15.37084 13.27989 7.70066 0.31 -0.15 0.15
H 15.96296 13.04313 5.45828 0.01 0.06 -0.45
C 9.92693 10.74398 11.02105 -0.59 0.55 -1.26
O 8.52002 10.79915 10.62569 0.78 -0.07 0.84
H 10.42976 11.42128 10.33074 0.54 0.00 0.02
H 10.11820 11.15169 12.01366 -0.57 -0.34 0.08
H 10.32742 9.73955 10.88393 -0.05 -0.03 0.32
H 8.50402 10.91218 9.67250 -0.14 -0.12 0.06
C 16.37621 17.88032 12.53413 0.41 0.43 0.18
C 16.69572 16.51534 11.91529 0.64 -0.26 0.15
C 16.73880 16.65024 10.38554 -0.96 0.40 -1.95
C 17.38782 15.58045 9.49130 1.89 0.07 2.58
C 18.85641 15.46070 10.09180 -2.12 -0.97 0.58
C 18.85812 15.01862 11.62088 -0.35 -0.07 -0.17
N 18.04330 16.00997 12.40212 -0.99 0.25 -2.03
O 18.09436 15.85290 13.75670 0.05 -0.73 0.26
C 18.32276 13.50151 11.81657 -0.39 0.53 0.63
C 20.34006 15.17338 12.05154 -0.29 -0.70 -0.23
C 15.50402 15.59542 12.28208 0.88 -1.42 -0.08
H 15.30316 18.07002 12.50836 0.04 0.04 -0.27
H 16.89770 18.68940 12.02271 -0.02 -0.02 -0.04
H 16.62972 17.96519 13.59084 0.08 -0.28 0.06
H 15.70934 16.68886 10.02940 -0.52 0.08 0.37
H 17.09804 17.59097 9.96832 0.48 0.39 0.89
H 17.49682 15.89725 8.45406 -0.53 -0.11 0.06
H 16.81221 14.66875 9.65130 0.27 -0.35 -0.60
H 19.29772 16.45448 10.01601 0.30 -0.15 -0.02
H 19.42778 14.70453 9.55341 0.19 0.20 0.02
H 17.81061 13.25450 12.74652 0.22 1.16 0.75
H 17.48865 13.20181 11.18211 0.46 0.21 -0.94
H 19.07352 12.71370 11.87831 0.50 0.34 -0.85
H 20.93789 14.86228 11.19486 0.10 -0.30 0.10
H 20.64692 16.20620 12.21652 -0.37 -0.01 0.31
H 20.57978 14.51867 12.88939 0.08 0.32 0.11
H 15.65472 14.64556 11.76910 -0.34 -0.05 -0.69
H 14.56916 16.07463 11.99142 0.06 -0.15 0.01
H 15.46674 15.19782 13.29629 0.08 0.89 0.46
H 18.28514 16.72873 14.10038 0.16 0.28 0.29
C 10.32424 19.63092 10.50949 -0.49 -1.50 -2.31
C 11.29040 19.02190 11.50636 -0.27 0.49 0.79
C 11.74954 20.21623 12.34255 0.99 -0.24 0.72
C 12.23916 19.87177 13.76236 -0.86 0.22 -0.60
C 11.24168 18.98403 14.48464 0.53 -1.02 -0.29
C 10.87644 17.64083 13.68800 -0.12 0.61 1.52
N 10.54774 18.00169 12.31888 -0.15 0.58 0.23
O 10.05168 16.91516 11.57855 0.43 0.97 0.46
C 12.01552 16.52416 13.81939 0.20 1.50 -0.38
C 9.61270 17.08140 14.42527 0.42 -0.30 -0.40
C 12.53250 18.30108 10.89143 0.25 0.15 0.36
H 10.66176 20.47867 9.91326 0.81 -0.10 0.26
H 9.29956 19.92133 10.74142 0.22 -0.29 1.17
H 10.20987 18.79171 9.82339 -0.49 0.26 -0.70
H 12.58498 20.64575 11.78969 0.10 0.07 -0.10
H 11.00106 21.00780 12.30632 -0.25 -0.25 0.49
H 12.34504 20.80686 14.31236 0.30 -0.09 0.08
H 13.19602 19.35085 13.72870 0.20 0.15 -0.06
H 10.35292 19.53063 14.79995 -0.27 -0.08 -0.55
H 11.70080 18.71706 15.43650 -0.02 -0.45 0.05
H 12.17446 16.41960 14.89266 -0.23 -0.72 -0.12
H 11.85732 15.62364 13.22599 -0.74 -0.24 0.60
H 12.98448 16.83933 13.43225 0.04 0.63 0.02
H 8.81374 17.82157 14.46876 -0.02 -0.12 -0.34
H 9.29434 16.14459 13.96797 -0.28 0.18 -0.21
H 9.83260 16.81332 15.45865 0.40 0.21 0.02
H 12.30528 17.37507 10.36325 -0.13 -0.01 0.03
H 13.20658 18.08420 11.72009 -0.15 -0.32 0.13
H 13.19364 18.85966 10.22888 -0.60 0.55 -0.27
H 10.87298 16.55894 11.23190 0.16 -0.75 -0.54
C 15.56698 7.93589 10.90391 0.56 1.43 -0.29
C 15.38660 9.34157 11.65088 -1.83 -2.42 -0.27
C 13.81784 9.50151 11.75392 1.39 -0.24 1.12
C 13.43040 10.57402 12.75741 -0.39 -0.05 -0.46
C 14.00544 10.27434 14.13725 0.61 0.08 0.10
C 15.53474 10.11355 14.17615 0.25 -0.05 -0.98
N 15.90416 9.12504 13.04267 -1.77 1.13 0.48
O 17.26468 8.88636 13.00948 0.06 0.30 -0.11
C 16.19530 11.54383 14.00355 0.17 -1.02 0.22
C 15.98054 9.45704 15.48926 0.24 -0.58 0.05
C 16.02072 10.46445 10.81358 0.29 -0.26 0.68
H 15.26788 7.00260 11.38099 -0.27 0.52 0.62
H 16.61382 7.79996 10.63234 0.01 0.05 -0.15
H 14.97266 8.05071 9.99744 0.12 -0.21 -0.26
H 13.34542 9.62649 10.77959 0.21 0.14 -0.15
H 13.46220 8.56298 12.17912 -0.09 -0.21 -0.20
H 12.34076 10.57083 12.78579 -0.16 0.15 0.34
H 13.69756 11.55203 12.35714 0.25 0.31 0.23
H 13.56322 9.35620 14.52397 -0.13 0.01 0.01
H 13.82872 11.07996 14.84988 -0.49 0.01 0.03
H 16.31010 12.10750 14.92940 -0.36 -0.33 0.35
H 17.23278 11.40753 13.69835 0.04 0.15 -0.39
H 15.64134 12.19881 13.33107 0.13 -0.21 -0.30
H 15.80140 10.06675 16.37484 -0.01 0.26 -0.20
H 15.50228 8.49584 15.67761 -0.56 0.09 -0.30
H 17.02324 9.13953 15.48310 0.21 0.59 -0.18
H 15.56372 11.42540 11.04983 0.27 0.15 0.18
H 15.98006 10.35495 9.72986 -0.33 -0.49 0.04
H 17.08485 10.43824 11.04819 0.17 0.58 -0.14
H 17.55202 9.74701 12.69592 1.30 0.15 -0.07
```
Forces are in eV/Å.